104
Properties=species:S:1:pos:R:3 method="wB97M-V/def2-TZVPD" e_homo_ev=-9.279 orbital_gap_ev=6.7 e_above_lowest_kj_mol=0.0 total_energy_ev=-91339.84789 total_charge=+1
C -6.2154 2.1621 -0.0878
C -5.6062 1.3990 0.6198
C -4.8141 0.4657 1.5162
C -3.8020 -0.2614 0.6113
C -2.6510 0.4838 0.2526
C -2.4482 1.9181 0.7550
C -1.8871 2.0044 2.2156
C -2.6306 3.0918 3.0688
N -2.6445 2.6980 4.4928
C -1.6469 -0.1015 -0.5771
N -0.4422 0.6155 -0.9080
C -1.8790 -1.4054 -1.0480
C -3.0306 -2.1476 -0.7129
C -3.9962 -1.5892 0.1554
S -5.4394 -2.5315 0.6877
C -6.8912 -1.7357 -0.0362
O -5.5232 -2.3601 2.1315
O -5.3733 -3.9397 0.3956
C -3.1115 -3.5254 -1.3566
O -4.0578 -3.9792 -1.9361
C -1.7999 -4.3289 -1.3236
C -1.7398 -5.7003 -1.0364
P -3.2311 -6.7200 -0.6594
S -4.1642 -7.2749 -2.2676
C -0.4663 -6.3070 -1.0750
F -0.4089 -7.6226 -0.8137
C 0.7148 -5.6106 -1.4049
B 2.1060 -6.3948 -1.4506
O 3.1392 -6.0135 -2.3101
O 2.3264 -7.5105 -0.6649
C 3.5394 -7.4186 0.1053
C 3.3983 -6.2413 1.1104
C 0.6174 -4.2255 -1.6878
O 1.7298 -3.4753 -2.0208
C 1.8345 -3.4715 -3.4814
C 2.4916 -2.1736 -4.0054
C 1.9145 -1.8819 -5.4253
C 1.9359 -3.1600 -6.3382
C -0.6453 -3.5754 -1.6504
C -0.8167 -2.0827 -1.9433
O -0.1754 -1.4790 -2.7597
H -6.6275 3.0367 -0.5660
H -5.5506 -0.2005 1.9817
H -4.3299 1.1229 2.2528
H -1.7550 2.4310 0.0695
H -3.3838 2.5035 0.7281
H -1.9868 1.0671 2.7857
H -0.8372 2.3466 2.1621
H -2.1831 4.0937 2.9576
H -3.6905 3.1827 2.7479
H -2.5973 3.5059 5.1018
H -3.4748 2.1609 4.7125
H -0.6676 1.4697 -1.4134
H -0.0677 0.9306 -0.0109
H -7.3239 -1.1009 0.7523
H -6.5524 -1.0495 -0.8333
H -7.5839 -2.4922 -0.4257
H -4.0237 -5.9201 0.2026
H -2.7807 -7.8265 0.1009
H 3.3875 -5.0920 -2.1389
H 3.7123 -8.3539 0.6649
H 4.4256 -7.2951 -0.5434
H 3.9638 -6.4880 2.0310
H 3.8310 -5.3053 0.7153
H 2.3531 -6.1080 1.4392
H 2.4171 -4.3246 -3.8621
H 0.8234 -3.5656 -3.9154
H 2.2901 -1.3232 -3.3298
H 3.5916 -2.2470 -4.0887
H 0.8536 -1.5902 -5.3346
H 2.4944 -1.1008 -5.9467
H 1.0466 -3.7948 -6.1825
H 2.8669 -3.7197 -6.1397
H 1.9363 -2.8871 -7.4076
C 4.1900 8.0751 2.9831
C 4.7943 6.6922 3.2196
C 4.5520 5.6212 2.1621
N 3.1074 5.2091 1.8896
C 3.1829 3.8459 1.2089
C 1.8433 3.3707 0.6753
C 1.2273 4.3889 -0.2699
C 1.1127 5.7386 0.4191
C 2.4581 6.2077 0.9486
C 2.3546 5.0802 3.1762
H 3.1136 8.0935 3.1596
H 4.6251 8.7895 3.6813
H 4.3910 8.4300 1.9705
H 4.4946 6.3268 4.2043
H 5.8786 6.8161 3.2766
H 5.0627 4.7128 2.4867
H 4.9818 5.9147 1.2038
H 3.9007 3.9439 0.3926
H 3.5776 3.1435 1.9430
H 1.9891 2.4248 0.1489
H 1.1527 3.1565 1.4951
H 0.2438 4.0512 -0.6008
H 1.8483 4.4831 -1.1666
H 0.3785 5.6892 1.2284
H 0.7381 6.4807 -0.2879
H 2.3343 7.1435 1.4846
H 3.1526 6.3621 0.1220
H 2.2552 6.0617 3.6311
H 2.9069 4.4073 3.8289
H 1.3651 4.6794 2.9815

***

74
Properties=species:S:1:pos:R:3 method="wB97M-V/def2-TZVPD" e_homo_ev="-7.342 / -7.198" orbital_gap_ev="5.5 / 5.4" multiplicity=4 total_energy_ev=-170886.54818 total_charge=0 s_squared=3.8580
Mn -0.3994 -0.0976 0.2927
Cl 2.5218 5.9242 -1.4958
C 1.5240 4.5099 -1.2890
C 0.1487 4.7366 -0.9991
C -0.7010 3.6451 -0.7853
C -0.1819 2.3475 -0.9792
O -1.1282 1.3506 -0.8315
C 1.2177 2.1759 -1.1760
C 1.8624 0.8549 -1.0292
O 1.3107 -0.2709 -0.8845
C 2.0607 3.2979 -1.2977
H -0.3036 5.7276 -1.1272
H -1.7535 3.7018 -0.5501
H 3.0023 0.9796 -0.6685
H 3.1525 3.2129 -1.4214
C -2.4254 1.5857 -3.6168
Si -2.5736 1.1512 -1.8551
C -3.9302 1.9152 -0.8880
C -2.8738 -0.6718 -1.9685
H -3.0683 0.9535 -4.2226
H -1.4247 1.4550 -3.9658
H -2.7059 2.6908 -3.7709
H -3.9645 2.9498 -0.9111
H -3.8131 1.4854 0.1021
H -4.8064 1.4423 -1.3236
H -2.7526 -1.2454 -1.0637
H -2.3547 -1.0121 -2.8336
H -3.9376 -0.7708 -2.2735
F 0.9109 2.3288 7.0782
C 0.8197 2.1412 5.7254
C -0.2053 1.3746 5.2942
N -0.3937 1.1283 3.9553
C -1.2217 0.0677 3.4268
C -2.2298 0.5254 2.3518
O -3.0106 1.3879 2.6909
O -2.2255 -0.0675 1.2221
C 0.4582 1.6411 3.0098
O 0.3988 1.2476 1.8415
N 1.4358 2.5276 3.4758
C 1.8363 2.6743 4.8317
O 2.8452 3.1982 5.1555
H -0.9382 0.8920 5.9556
H -1.8852 -0.1887 4.2678
H -0.6655 -0.7791 3.0413
H 2.0266 2.9631 2.8169
C 3.1085 -1.4719 1.0128
Si 1.9127 -2.4888 2.0180
C 2.4746 -4.2743 2.1635
C 1.8492 -1.7109 3.6844
Se -0.1840 -2.4814 0.9996
H 3.2635 -1.8419 -0.0134
H 4.0625 -1.5374 1.5599
H 2.8026 -0.3775 0.9978
H 3.3655 -4.3841 2.7651
H 2.8014 -4.5905 1.1709
H 1.7446 -4.9866 2.5589
H 2.7172 -1.9192 4.2349
H 1.0493 -2.0230 4.3437
H 1.8273 -0.6190 3.5844
C 0.8114 -3.4694 -2.6611
N -0.4432 -3.2458 -3.4829
C -1.6984 -3.9585 -3.1899
C -0.5466 -2.0993 -4.2471
C 0.7136 -1.3834 -4.7144
O -1.6618 -1.6989 -4.5947
H 0.8082 -4.4938 -2.2700
H 0.8202 -2.7883 -1.8017
H 1.6818 -3.3253 -3.2224
H -1.9662 -4.6569 -4.0361
H -2.4775 -3.2449 -3.1484
H -1.5718 -4.4336 -2.2379
H 1.5161 -2.0240 -5.1858
H 1.1420 -0.7005 -3.9921
H 0.4189 -0.8582 -5.6034

***

65
Properties=species:S:1:pos:R:3 method="wB97M-V/def2-TZVPD" e_homo_ev="-11.447 / -11.610" orbital_gap_ev="7.7 / 7.6" e_above_lowest_kj_mol=34.1 multiplicity=5 total_energy_ev=-68391.36729 total_charge=+1 s_squared=6.2073
Mn -0.1207 0.1793 0.6930
C 2.0927 -1.4223 -2.0819
C 2.7942 -1.8467 -0.8212
C 3.4943 -3.0450 -0.7460
C 4.1084 -3.4340 0.4344
C 4.0244 -2.6310 1.5610
C 3.3365 -1.4237 1.5278
C 3.1979 -0.5662 2.7537
C 2.7499 -1.0530 0.3222
N 1.9812 0.1564 0.2570
C 2.5264 1.2931 0.0678
C 3.9868 1.5341 -0.1121
C 1.5624 2.4606 0.0040
C 2.0820 3.8107 -0.3515
N 0.3402 2.1891 0.2674
C -0.6802 3.1990 0.1622
C -1.1049 3.8516 1.3165
C -0.4333 3.6262 2.6445
C -2.1543 4.7579 1.1987
C -2.7476 5.0010 -0.0280
C -2.2864 4.3534 -1.1646
C -1.2392 3.4421 -1.0954
C -0.7087 2.7820 -2.3393
H 2.2018 -2.1818 -2.8533
H 2.4941 -0.4865 -2.4788
H 1.0240 -1.2712 -1.9053
H 3.5507 -3.6787 -1.6220
H 4.6485 -4.3701 0.4787
H 4.4911 -2.9452 2.4862
H 3.6777 -1.0389 3.6081
H 2.1426 -0.4207 2.9980
H 3.6550 0.4182 2.6241
H 4.5520 0.6155 0.0172
H 4.3385 2.2807 0.6021
H 4.1815 1.9300 -1.1112
H 2.6522 3.7688 -1.2807
H 2.7700 4.1500 0.4268
H 1.2777 4.5335 -0.4531
H 0.0004 2.6292 2.7268
H -1.1419 3.7560 3.4611
H 0.3737 4.3470 2.7976
H -2.5051 5.2736 2.0839
H -3.5661 5.7041 -0.1024
H -2.7384 4.5609 -2.1264
H -1.3001 3.0783 -3.2032
H -0.7278 1.6941 -2.2649
H 0.3242 3.0808 -2.5368
N -3.1920 -1.0936 -1.5908
C -2.3895 -0.4317 -0.7712
O -1.1666 -0.3235 -1.0332
C -2.9771 0.2957 0.4052
C -1.9654 0.4953 1.5307
H -2.7887 -1.6103 -2.3556
H -4.1460 -1.2799 -1.3352
H -3.8637 -0.2318 0.7611
H -3.3061 1.2643 0.0121
H -2.0677 -0.2414 2.3200
H -1.9934 1.5031 1.9400
C -0.2897 -3.7312 2.2103
C -0.7888 -2.4908 1.5193
O -1.8876 -2.4122 0.9976
O 0.0748 -1.4973 1.5508
H -0.9600 -4.5634 2.0173
H -0.2398 -3.5445 3.2839
H 0.7205 -3.9624 1.8738

***

11
Properties=species:S:1:pos:R:3 method="wB97M-V/def2-TZVPD" e_homo_ev=-9.813 orbital_gap_ev=10.4 e_above_lowest_kj_mol=138.2 smiles="C=C=CC(N)=O" total_energy_ev=-7765.09458 total_charge=0
N 1.6020 -0.5001 -0.2708
C 0.8114 0.1036 -1.2038
O 1.1351 0.2429 -2.3694
C -0.4806 0.6386 -0.6992
C -0.8683 0.4742 0.5346
C -1.4470 -0.0564 1.5675
H 2.5067 -0.8261 -0.5653
H 1.2896 -0.6807 0.6703
H -1.0918 1.2120 -1.3836
H -2.0067 -0.8658 1.1097
H -1.4504 0.2579 2.6100